# 1
Here is 2 unconnected molecules or ions with the total composition CH3Cl2FSi from the OMol25 dataset. Energies are from ωB97M-V/def2-TZVPD.

CARTESIAN COORDINATES (ANGSTROEM)
F 2.46 1.22 1.14
C 1.43 1.22 0.24
Si 0.85 -0.25 -0.60
Cl 1.47 -2.06 -0.08
H 1.27 2.19 0.11
H 0.39 -0.42 -1.98
Cl -3.31 -1.09 0.70
H -4.56 -0.82 0.46

## Properties
2S+1 ... 1
LUMO energy ... -0.09 eV
E_HOMO ... -8.2531 eV
Charge ... 0
Structure (SMILES) ... F/C=[SiH]\Cl.Cl

---

# 2
Here is 2 unconnected molecules or ions with the total composition CH3Cl2N from the OMol25 dataset. Energies are from ωB97M-V/def2-TZVPD.

CARTESIAN COORDINATES (ANGSTROEM)
C -1.53 0.42 0.77
N 1.57 -0.18 -1.12
Cl -0.72 0.60 -0.72
Cl 2.27 -0.46 0.37
H -2.44 -0.01 0.75
H -0.97 0.57 1.69
H 1.82 -0.94 -1.73

## Properties
2S+1 ... 1
LUMO energy (alpha / beta) ... -0.83 / 0.08 eV
E_HOMO (alpha / beta) ... -8.2326 / -9.7473 eV
Charge ... 0

---

# 3
Here is 2 unconnected molecules or ions with the total composition CH3Cl2N from the OMol25 dataset. Energies are from ωB97M-V/def2-TZVPD.

CARTESIAN COORDINATES (ANGSTROEM)
C 1.02 -0.18 -0.51
N -1.07 -0.29 0.80
Cl 1.99 0.87 0.38
Cl -2.53 -0.08 -0.01
H 0.68 0.21 -1.52
H 1.04 -1.21 -0.34
H -1.13 0.68 1.19

## Properties
2S+1 ... 1
LUMO energy (alpha / beta) ... -0.73 / -0.06 eV
E_HOMO (alpha / beta) ... -8.4057 / -9.6291 eV
Charge ... 0

---

# 4
Here is 2 unconnected molecules or ions with the total composition CH3Cl2N from the OMol25 dataset. Energies are from ωB97M-V/def2-TZVPD.

CARTESIAN COORDINATES (ANGSTROEM)
C -0.23 0.30 0.95
N 0.46 -0.76 -1.02
Cl -0.76 -0.96 1.91
Cl 1.23 0.41 -1.92
H -0.87 0.87 0.28
H 0.61 0.86 1.22
H -0.45 -0.71 -1.42

## Properties
2S+1 ... 1
LUMO energy (alpha / beta) ... -0.54 / -0.17 eV
E_HOMO (alpha / beta) ... -8.5363 / -9.3376 eV
Charge ... 0

---

# 5
Here is 2 unconnected molecules or ions with the total composition CH3Cl2N4 from the OMol25 dataset. Energies are from ωB97M-V/def2-TZVPD.

CARTESIAN COORDINATES (ANGSTROEM)
C 0.45 -0.20 0.45
N 2.66 0.73 0.44
N -0.31 -0.02 -0.65
N 1.69 0.06 0.41
N -1.54 -0.01 -0.57
Cl -2.38 -1.51 0.25
Cl -2.44 1.49 0.25
H 0.07 -0.89 1.33
H 3.56 0.24 0.12
H -1.76 0.11 -2.02

## Properties
2S+1 ... 1
LUMO energy ... -6.41 eV
E_HOMO ... -14.2751 eV
Charge ... +1

---

# 6
Here is 2 unconnected molecules or ions with the total composition CH3Cl2OPS from the OMol25 dataset. Energies are from ωB97M-V/def2-TZVPD.

CARTESIAN COORDINATES (ANGSTROEM)
C -1.38 0.55 -0.35
O 2.85 -1.05 0.86
P -0.60 -1.19 -0.41
S 1.99 0.01 0.43
Cl -0.72 1.37 1.12
Cl 2.46 0.52 -1.41
H -2.39 0.18 -0.05
H -1.43 1.16 -1.23
H -0.79 -1.55 1.04

## Properties
2S+1 ... 1
LUMO energy (alpha / beta) ... -1.32 / -1.29 eV
E_HOMO (alpha / beta) ... -8.8162 / -8.6156 eV
Charge ... 0

---

# 7
Here is a single CH3Cl3NP molecule from the OMol25 dataset. Energies are from ωB97M-V/def2-TZVPD.

CARTESIAN COORDINATES (ANGSTROEM)
C -0.42 -0.29 -0.51
N -1.41 -0.95 0.23
P -3.08 -0.17 0.15
Cl -4.18 -1.75 0.46
Cl -3.79 1.40 1.27
Cl -3.56 0.81 -1.64
H 0.37 -1.18 -0.83
H -0.05 0.54 0.03
H -0.68 0.06 -1.50

## Properties
2S+1 ... 1
LUMO energy ... -0.61 eV
E_HOMO ... -8.7288 eV
Charge ... 0
Structure (SMILES) ... CN=P(Cl)(Cl)Cl

---

# 8
Here is a single CH3Cl3SSi molecule from the OMol25 dataset. Energies are from ωB97M-V/def2-TZVPD.

CARTESIAN COORDINATES (ANGSTROEM)
S 1.95 -0.04 -0.80
C 0.65 -0.50 0.52
Si -1.16 0.12 -0.27
Cl -2.47 0.90 1.11
Cl -1.87 -1.58 -1.02
Cl -0.87 1.54 -1.64
H 2.29 0.91 0.11
H 0.70 0.24 1.36
H 0.77 -1.59 0.63

## Properties
2S+1 ... 1
LUMO energy ... 0.40 eV
E_HOMO ... -9.0895 eV
Charge ... 0
Structure (SMILES) ... SC[Si](Cl)(Cl)Cl

---

Table of max |F| (eV/A), in record order: 5.10 2.65 3.05 2.96 6.37 3.23 6.49 3.37